# C21H31F2NNbO9

A molecular structure, C21H31F2NNbO9 (ωB97M-V with the def2-TZVPD basis set, the Open Molecules 2025 dataset).

The geometry in XYZ format:
```
65
Properties=species:S:1:pos:R:3:forces:R:3
Nb 1.79763 0.59870 -0.47729 2.82 0.21 2.66
F 3.30049 0.53695 5.40798 0.21 0.04 -0.11
F -7.04509 -4.00396 -2.82098 -0.25 -0.34 -0.04
O -3.19042 -1.96616 -1.98294 -3.33 -0.48 -0.29
O -5.34273 -1.20119 -1.86763 0.53 -0.57 0.00
O -1.00673 0.16380 6.41893 2.78 0.96 0.22
O 0.65209 1.41236 7.37827 -0.52 -0.42 -0.53
O 1.40360 2.45988 0.47583 -4.64 1.20 -3.29
O -4.94901 -3.37537 -2.34517 -0.21 0.59 0.51
O 1.08673 0.21480 5.51091 -0.59 0.67 0.69
O 1.11664 -1.79998 -2.28594 2.03 0.45 -1.60
O 0.32552 3.69397 -1.40927 -0.95 -4.10 7.22
N 3.89803 1.01353 -0.26444 -1.20 -0.59 -2.78
C 0.14671 0.56030 6.43484 -3.02 -1.23 -0.13
C -0.02163 -3.66485 -4.03075 0.09 1.15 -0.07
C 0.21121 2.99283 -0.26322 1.69 1.49 -3.38
C 1.27540 -2.78533 -4.60829 -0.72 -0.13 0.20
C 4.80460 1.86388 -2.61807 0.26 1.18 -0.22
C -6.58573 -1.79950 -2.17572 -0.89 0.89 0.08
C 1.63659 -0.47866 1.52326 1.15 0.15 3.65
C 2.26222 -1.47257 -1.42232 0.40 0.11 1.25
C -2.34052 1.67136 -0.39057 -0.64 1.48 3.76
C -1.25592 2.59101 0.42697 -1.63 -0.08 1.77
C 4.17111 2.22495 -1.14045 1.20 1.09 -0.38
C -3.97194 1.81822 1.90088 2.78 0.77 -1.50
C -4.39134 -2.16492 -2.06144 4.00 0.92 0.16
C -2.88572 2.74990 2.71361 1.48 -1.00 -3.98
C -1.46957 3.16392 1.97597 -3.43 -2.83 -2.17
C -3.75240 1.26276 0.34961 3.47 2.57 2.01
C 2.75791 -0.93315 2.38945 -2.36 -0.37 -1.47
C -6.30420 -3.24984 -1.97834 -0.07 -0.65 -0.30
C 2.03791 1.51705 7.12037 0.57 0.67 0.87
C 1.34603 -1.41397 -3.68703 -0.79 -0.24 -0.64
C 2.12691 1.15125 5.67816 0.58 -0.38 -0.71
H -6.85886 -1.55767 -3.20834 0.01 -0.29 0.05
H 2.33653 -2.25742 -0.52768 -0.15 1.35 -2.20
H 2.39743 2.53103 7.31522 -0.24 -0.12 0.02
H -0.64526 3.82701 2.52522 -2.01 -1.72 -1.50
H 2.84952 -2.10771 2.58242 -0.63 2.63 0.71
H 5.65150 2.67840 -2.82715 -1.62 -1.87 0.37
H -4.54941 0.57099 -0.20710 2.01 1.77 1.50
H 0.44258 -0.70803 -4.01126 1.85 -1.49 0.66
H 2.32906 -0.79792 -3.84399 -1.74 -1.25 0.44
H 3.55901 -0.25178 2.90334 -0.94 -1.35 -2.18
H -6.44067 -3.59750 -0.94876 -0.07 -0.12 -0.16
H 0.28234 -4.19806 -3.02696 -0.75 0.99 -2.18
H 1.07415 -2.51686 -5.73649 0.40 -0.35 2.17
H 3.29099 -1.38601 -1.97436 -1.79 -0.62 0.63
H 2.26329 -3.42170 -4.58247 -1.86 1.29 0.16
H -0.47411 -4.38899 -4.83970 1.10 1.24 1.66
H 5.29086 0.79751 -2.63778 -0.99 2.02 -0.03
H 4.02158 2.01533 -3.50641 1.57 -0.70 2.13
H -0.85244 -2.85177 -3.77667 1.67 -1.90 -0.41
H 1.97930 1.99197 4.99192 0.14 -0.18 -0.08
H -3.03057 3.14710 3.81992 0.01 -1.14 -2.63
H 2.58121 0.82103 7.76826 0.05 -0.05 -0.28
H 4.38823 0.16660 -0.67546 -0.28 1.46 0.76
H -2.03494 1.33953 -1.48661 -0.81 0.68 2.72
H 0.04404 0.26143 -0.77834 -0.16 0.03 -0.39
H 3.23205 2.90353 -1.33545 1.72 -1.46 0.62
H 0.53424 -0.73463 1.90109 2.32 -1.22 -1.33
H 4.95458 2.91362 -0.56758 -1.43 -1.29 -1.18
H 1.86641 1.37842 -2.13422 -0.55 -0.26 -0.23
H -7.37238 -1.43416 -1.51006 0.25 0.06 -0.02
H -4.95464 1.51474 2.46026 2.11 0.67 -1.20
```
Forces are in eV/Å.

Computed properties:
Gap between HOMO and LUMO in eV: 5.94
E_HOMO in eV: -3.804
Molar mass in g/mol: 572.38
Charge: -1